This record from the Open Molecules 2025 dataset describes a structure of composition C29H26Br2MoN4O at a distorted geometry. The level of theory is the ωB97M-V functional and the def2-TZVPD basis.

Last column: Löwdin charge in e.
Atoms and positions in Å:
C -1.926 -0.215 -4.065  0.01
C -0.923 -0.138 -3.089  -0.33
C -0.003 -0.269 3.182  -0.53
N -2.544 -0.099 -0.186  -0.03
N 1.234 -0.267 -1.157  -0.06
C -1.878 -1.172 -5.055  -0.07
H -2.738 0.500 -4.034  0.13
C 1.266 -0.905 -2.282  -0.02
C -0.808 -2.070 -5.124  -0.67
H -0.542 -4.377 -0.070  0.12
H -2.665 -1.227 -5.795  0.12
C 0.229 -1.738 5.032  -0.04
Mo -0.368 0.808 -0.232  1.54
C -0.154 -3.732 1.926  0.00
H -1.965 2.791 -1.142  0.11
H -3.326 3.857 0.539  0.13
H -3.274 0.378 1.729  0.12
H 0.347 -1.889 6.096  0.12
Br -0.763 -3.373 -6.493  0.81
C -0.389 -3.537 0.595  -0.04
H -0.095 -4.730 2.343  0.13
N -1.710 2.676 -0.161  -0.07
C 2.556 1.283 0.007  -0.17
C 3.778 1.756 0.526  -0.13
H 0.710 3.992 0.046  0.11
C 1.572 3.350 0.175  -0.13
C -0.427 -2.234 0.069  -0.13
H -2.440 -1.092 -0.003  0.08
C -4.009 1.831 0.311  -0.17
H 4.770 3.526 1.272  0.14
C 2.455 -0.033 -0.478  -0.20
H -4.226 1.876 -0.762  0.13
H -1.112 3.468 0.056  0.07
O -0.977 0.797 -2.157  -0.26
C 0.157 -2.802 4.180  0.00
H 2.213 -1.332 -2.604  0.16
H -2.660 2.730 1.714  0.08
C 4.711 -0.451 0.233  -0.02
N 1.436 2.064 -0.114  -0.07
C 3.852 3.122 0.865  0.05
C 0.134 -0.428 4.525  -0.09
C 4.855 0.848 0.642  0.01
H 3.425 -1.923 -0.688  0.13
C 2.755 3.918 0.651  -0.01
H -0.617 -2.145 -0.994  0.09
H -4.497 -0.235 0.619  0.13
H 2.784 4.976 0.869  0.13
H 0.210 -3.813 4.563  0.13
H 1.055 -2.669 -4.282  0.12
C 0.213 -1.992 -4.211  -0.06
Br -0.172 1.505 2.463  0.96
H -2.869 -0.031 -1.149  0.10
H 5.796 1.194 1.049  0.13
C -0.238 -1.102 0.836  -0.22
C -0.074 -1.307 2.237  -0.22
H 0.165 0.423 5.192  0.12
C -3.622 0.412 0.694  -0.20
C 3.511 -0.898 -0.350  0.03
C -2.938 2.846 0.667  -0.23
H -4.928 2.107 0.827  0.13
H 5.535 -1.144 0.332  0.13
C 0.161 -1.046 -3.174  -0.15
C -0.010 -2.624 2.785  -0.15

Summary:
HOMO level (alpha / beta)   -13.29 / -13.42 eV
HOMO-LUMO gap (alpha / beta)   6.86 / 6.75 eV
Spin multiplicity   3
Charge   +2
LUMO level (alpha / beta)   -6.4 / -6.7 eV

---

This record from the Open Molecules 2025 dataset describes a structure of composition C29H26BrN8O7Ru. The level of theory is the ωB97M-V functional and the def2-TZVPD basis.

Last column: Löwdin charge in e.
Atoms and positions in Å:
H -5.476 -0.741 1.431  0.14
H -0.888 -1.973 2.698  0.11
N 1.645 3.334 1.922  -0.34
H -5.279 -0.660 -1.158  0.14
C -0.641 -4.774 -1.311  -0.02
C 0.570 2.004 0.098  -0.22
C 2.278 -1.152 2.502  -0.22
N 2.700 -0.807 0.213  -0.02
N -1.430 -0.794 0.416  0.09
H -6.768 1.114 0.113  0.12
H -5.793 1.536 2.357  0.13
C 4.807 0.035 -0.786  0.00
H -5.509 1.665 -1.946  0.13
N -0.444 5.695 -1.835  -0.35
C -4.643 -0.037 1.486  -0.11
O 0.203 -0.239 -1.693  -0.12
C -4.969 1.481 -1.016  -0.17
C -0.065 2.050 -1.170  -0.05
H -6.198 2.767 0.206  0.12
H 2.043 -1.672 5.819  0.13
N 1.008 -1.414 2.124  -0.05
Br 6.232 0.118 -4.658  0.84
H 0.805 5.395 0.523  0.15
H -0.293 -2.181 5.101  0.13
C -0.562 -3.465 -0.884  -0.10
H 0.475 -6.580 -1.651  0.13
H 3.712 -1.008 4.079  0.14
C 3.109 -0.944 -2.177  -0.03
H 2.623 -5.532 -0.899  0.13
Ru 0.609 -0.902 0.231  1.39
H -4.116 2.168 -0.998  0.12
C 3.908 -0.753 -3.294  -0.09
H -3.730 -0.124 -1.822  0.12
O -1.180 0.921 -2.811  0.16
C -5.867 1.730 0.195  -0.18
C 0.507 -5.550 -1.322  -0.01
H 3.563 -1.067 -4.269  0.12
C 5.152 -0.161 -3.154  -0.68
H 6.569 0.704 -1.793  0.12
C 0.900 3.265 0.647  -0.03
N -0.379 0.859 -1.928  -0.27
C 3.174 -0.824 1.402  -0.03
C 3.553 -0.556 -0.922  -0.24
H -4.286 2.071 1.628  0.12
C 1.697 -3.663 -0.482  -0.11
O -1.078 5.615 -2.863  0.11
C -5.139 1.398 1.496  -0.17
C 0.559 4.452 0.053  0.12
C 2.687 -1.233 3.816  0.04
N -3.817 -0.265 0.272  -0.06
H 2.614 -3.198 -0.155  0.11
C 0.459 -1.883 4.384  0.00
O 2.472 2.472 2.140  0.09
H 2.159 -1.430 -2.305  0.09
O -0.077 6.709 -1.291  0.13
C 1.697 -4.976 -0.903  -0.02
C -0.090 4.422 -1.174  -0.10
C -4.459 0.050 -1.033  -0.10
O 1.333 4.219 2.680  0.13
H 5.183 0.386 0.166  0.12
C 5.602 0.234 -1.898  -0.09
C 0.115 -1.772 3.048  -0.07
H -4.044 -0.285 2.360  0.13
C -0.402 3.247 -1.799  0.10
C -2.561 -0.535 0.345  -0.18
H -1.594 -5.169 -1.634  0.12
H -0.888 3.260 -2.764  0.15
H 4.224 -0.656 1.620  0.15
H -1.435 -2.831 -0.880  0.09
O 0.814 0.941 0.794  -0.17
C 1.756 -1.603 4.778  0.01
N 0.586 -2.903 -0.466  -0.07

Summary:
HOMO level (alpha / beta)   -13.71 / -13.71 eV
HOMO-LUMO gap (alpha / beta)   6.88 / 5.99 eV
Spin multiplicity   2
Charge   +2
LUMO level (alpha / beta)   -6.8 / -7.7 eV

---

This record from the Open Molecules 2025 dataset describes a structure of composition C29H26ClN2O4Ti at a distorted geometry. The level of theory is the ωB97M-V functional and the def2-TZVPD basis.

Last column: Löwdin charge in e.
Atoms and positions in Å:
H 1.768 0.783 -3.357  0.10
C -0.384 -2.903 -0.999  -0.02
C 2.213 -0.112 -2.931  0.02
H -0.532 3.035 -2.609  0.13
H 2.183 -4.437 -0.275  0.13
O -0.633 -2.193 1.592  -0.12
C 0.431 1.283 3.674  0.05
H -0.082 -2.105 5.519  0.14
H 1.439 4.240 -3.431  0.14
H 0.608 2.119 5.626  0.14
H 1.885 1.113 0.393  0.11
H -2.955 -2.724 -1.779  0.09
C -1.726 1.617 -0.572  0.02
C -0.429 -2.232 2.829  -0.05
C 0.314 -0.007 5.737  -0.63
Cl 0.433 -0.055 7.432  0.82
C 1.535 3.576 -2.582  0.02
H 2.256 -3.316 1.077  0.11
Ti -0.284 -0.760 0.211  1.19
O 4.904 2.969 -2.776  0.16
C 0.547 1.972 -1.071  -0.27
N -0.513 1.179 -0.620  0.01
H -1.998 2.626 -0.879  0.17
C -4.560 -1.031 0.960  0.04
H -0.603 -3.187 3.344  0.18
C -4.070 1.150 0.127  0.06
O 4.232 5.071 -2.994  0.19
C 0.420 2.900 -2.116  0.01
C 0.058 -1.164 5.008  0.01
H -6.012 0.556 0.827  0.14
C 1.705 -1.663 -1.004  0.00
H -4.367 2.151 -0.150  0.14
C 1.796 1.797 -0.451  -0.02
H -2.759 -1.278 -2.801  0.10
H 0.852 -4.392 0.872  0.10
C -0.928 -1.999 -1.931  -0.27
C -0.092 -1.007 -2.474  0.02
C 2.778 3.373 -1.985  -0.09
C 4.085 3.828 -2.614  -0.50
C -2.745 0.741 -0.045  -0.20
C -3.228 -1.371 0.767  -0.06
H -0.450 -0.443 -3.329  0.16
C -0.039 -1.111 3.606  -0.09
O 0.202 0.141 1.598  -0.12
C -4.988 0.258 0.660  0.04
H -5.256 -1.766 1.333  0.14
H 3.129 0.147 -2.411  0.10
C 2.891 2.500 -0.898  0.01
C -2.301 -2.213 -2.483  0.01
C 1.580 -3.773 0.352  0.01
H 3.534 5.698 -2.757  0.15
H 2.498 -0.748 -3.776  0.13
C 0.936 -2.750 -0.525  -0.29
C 0.461 1.217 5.050  -0.01
C 1.258 -0.892 -2.098  -0.23
H 0.574 2.226 3.163  0.14
H 2.754 -1.606 -0.716  0.16
N -2.321 -0.505 0.299  0.02
H 3.858 2.370 -0.435  0.14
H -2.225 -2.852 -3.368  0.13
H -0.951 -3.790 -0.724  0.17
H -2.891 -2.378 0.995  0.14
C 0.204 0.127 2.915  -0.23

Summary:
HOMO level   -16.98 eV
HOMO-LUMO gap   5.76 eV
Charge   +3
LUMO level   -11.2 eV

---

What did the first record say?
This record from the Open Molecules 2025 dataset describes a structure of composition C29H26Br2MoN4O at a distorted geometry. The level of theory is the ωB97M-V functional and the def2-TZVPD basis.

Last column: Löwdin charge in e.
Atoms and positions in Å:
C -1.926 -0.215 -4.065  0.01
C -0.923 -0.138 -3.089  -0.33
C -0.003 -0.269 3.182  -0.53
N -2.544 -0.099 -0.186  -0.03
N 1.234 -0.267 -1.157  -0.06
C -1.878 -1.172 -5.055  -0.07
H -2.738 0.500 -4.034  0.13
C 1.266 -0.905 -2.282  -0.02
C -0.808 -2.070 -5.124  -0.67
H -0.542 -4.377 -0.070  0.12
H -2.665 -1.227 -5.795  0.12
C 0.229 -1.738 5.032  -0.04
Mo -0.368 0.808 -0.232  1.54
C -0.154 -3.732 1.926  0.00
H -1.965 2.791 -1.142  0.11
H -3.326 3.857 0.539  0.13
H -3.274 0.378 1.729  0.12
H 0.347 -1.889 6.096  0.12
Br -0.763 -3.373 -6.493  0.81
C -0.389 -3.537 0.595  -0.04
H -0.095 -4.730 2.343  0.13
N -1.710 2.676 -0.161  -0.07
C 2.556 1.283 0.007  -0.17
C 3.778 1.756 0.526  -0.13
H 0.710 3.992 0.046  0.11
C 1.572 3.350 0.175  -0.13
C -0.427 -2.234 0.069  -0.13
H -2.440 -1.092 -0.003  0.08
C -4.009 1.831 0.311  -0.17
H 4.770 3.526 1.272  0.14
C 2.455 -0.033 -0.478  -0.20
H -4.226 1.876 -0.762  0.13
H -1.112 3.468 0.056  0.07
O -0.977 0.797 -2.157  -0.26
C 0.157 -2.802 4.180  0.00
H 2.213 -1.332 -2.604  0.16
H -2.660 2.730 1.714  0.08
C 4.711 -0.451 0.233  -0.02
N 1.436 2.064 -0.114  -0.07
C 3.852 3.122 0.865  0.05
C 0.134 -0.428 4.525  -0.09
C 4.855 0.848 0.642  0.01
H 3.425 -1.923 -0.688  0.13
C 2.755 3.918 0.651  -0.01
H -0.617 -2.145 -0.994  0.09
H -4.497 -0.235 0.619  0.13
H 2.784 4.976 0.869  0.13
H 0.210 -3.813 4.563  0.13
H 1.055 -2.669 -4.282  0.12
C 0.213 -1.992 -4.211  -0.06
Br -0.172 1.505 2.463  0.96
H -2.869 -0.031 -1.149  0.10
H 5.796 1.194 1.049  0.13
C -0.238 -1.102 0.836  -0.22
C -0.074 -1.307 2.237  -0.22
H 0.165 0.423 5.192  0.12
C -3.622 0.412 0.694  -0.20
C 3.511 -0.898 -0.350  0.03
C -2.938 2.846 0.667  -0.23
H -4.928 2.107 0.827  0.13
H 5.535 -1.144 0.332  0.13
C 0.161 -1.046 -3.174  -0.15
C -0.010 -2.624 2.785  -0.15

Summary:
HOMO level (alpha / beta)   -13.29 / -13.42 eV
HOMO-LUMO gap (alpha / beta)   6.86 / 6.75 eV
Spin multiplicity   3
Charge   +2
LUMO level (alpha / beta)   -6.4 / -6.7 eV

---

Please write out number 2 again, unchanged.
This record from the Open Molecules 2025 dataset describes a structure of composition C29H26BrN8O7Ru. The level of theory is the ωB97M-V functional and the def2-TZVPD basis.

Last column: Löwdin charge in e.
Atoms and positions in Å:
H -5.476 -0.741 1.431  0.14
H -0.888 -1.973 2.698  0.11
N 1.645 3.334 1.922  -0.34
H -5.279 -0.660 -1.158  0.14
C -0.641 -4.774 -1.311  -0.02
C 0.570 2.004 0.098  -0.22
C 2.278 -1.152 2.502  -0.22
N 2.700 -0.807 0.213  -0.02
N -1.430 -0.794 0.416  0.09
H -6.768 1.114 0.113  0.12
H -5.793 1.536 2.357  0.13
C 4.807 0.035 -0.786  0.00
H -5.509 1.665 -1.946  0.13
N -0.444 5.695 -1.835  -0.35
C -4.643 -0.037 1.486  -0.11
O 0.203 -0.239 -1.693  -0.12
C -4.969 1.481 -1.016  -0.17
C -0.065 2.050 -1.170  -0.05
H -6.198 2.767 0.206  0.12
H 2.043 -1.672 5.819  0.13
N 1.008 -1.414 2.124  -0.05
Br 6.232 0.118 -4.658  0.84
H 0.805 5.395 0.523  0.15
H -0.293 -2.181 5.101  0.13
C -0.562 -3.465 -0.884  -0.10
H 0.475 -6.580 -1.651  0.13
H 3.712 -1.008 4.079  0.14
C 3.109 -0.944 -2.177  -0.03
H 2.623 -5.532 -0.899  0.13
Ru 0.609 -0.902 0.231  1.39
H -4.116 2.168 -0.998  0.12
C 3.908 -0.753 -3.294  -0.09
H -3.730 -0.124 -1.822  0.12
O -1.180 0.921 -2.811  0.16
C -5.867 1.730 0.195  -0.18
C 0.507 -5.550 -1.322  -0.01
H 3.563 -1.067 -4.269  0.12
C 5.152 -0.161 -3.154  -0.68
H 6.569 0.704 -1.793  0.12
C 0.900 3.265 0.647  -0.03
N -0.379 0.859 -1.928  -0.27
C 3.174 -0.824 1.402  -0.03
C 3.553 -0.556 -0.922  -0.24
H -4.286 2.071 1.628  0.12
C 1.697 -3.663 -0.482  -0.11
O -1.078 5.615 -2.863  0.11
C -5.139 1.398 1.496  -0.17
C 0.559 4.452 0.053  0.12
C 2.687 -1.233 3.816  0.04
N -3.817 -0.265 0.272  -0.06
H 2.614 -3.198 -0.155  0.11
C 0.459 -1.883 4.384  0.00
O 2.472 2.472 2.140  0.09
H 2.159 -1.430 -2.305  0.09
O -0.077 6.709 -1.291  0.13
C 1.697 -4.976 -0.903  -0.02
C -0.090 4.422 -1.174  -0.10
C -4.459 0.050 -1.033  -0.10
O 1.333 4.219 2.680  0.13
H 5.183 0.386 0.166  0.12
C 5.602 0.234 -1.898  -0.09
C 0.115 -1.772 3.048  -0.07
H -4.044 -0.285 2.360  0.13
C -0.402 3.247 -1.799  0.10
C -2.561 -0.535 0.345  -0.18
H -1.594 -5.169 -1.634  0.12
H -0.888 3.260 -2.764  0.15
H 4.224 -0.656 1.620  0.15
H -1.435 -2.831 -0.880  0.09
O 0.814 0.941 0.794  -0.17
C 1.756 -1.603 4.778  0.01
N 0.586 -2.903 -0.466  -0.07

Summary:
HOMO level (alpha / beta)   -13.71 / -13.71 eV
HOMO-LUMO gap (alpha / beta)   6.88 / 5.99 eV
Spin multiplicity   2
Charge   +2
LUMO level (alpha / beta)   -6.8 / -7.7 eV

---

Copy entry 1 word for word.
This record from the Open Molecules 2025 dataset describes a structure of composition C29H26Br2MoN4O at a distorted geometry. The level of theory is the ωB97M-V functional and the def2-TZVPD basis.

Last column: Löwdin charge in e.
Atoms and positions in Å:
C -1.926 -0.215 -4.065  0.01
C -0.923 -0.138 -3.089  -0.33
C -0.003 -0.269 3.182  -0.53
N -2.544 -0.099 -0.186  -0.03
N 1.234 -0.267 -1.157  -0.06
C -1.878 -1.172 -5.055  -0.07
H -2.738 0.500 -4.034  0.13
C 1.266 -0.905 -2.282  -0.02
C -0.808 -2.070 -5.124  -0.67
H -0.542 -4.377 -0.070  0.12
H -2.665 -1.227 -5.795  0.12
C 0.229 -1.738 5.032  -0.04
Mo -0.368 0.808 -0.232  1.54
C -0.154 -3.732 1.926  0.00
H -1.965 2.791 -1.142  0.11
H -3.326 3.857 0.539  0.13
H -3.274 0.378 1.729  0.12
H 0.347 -1.889 6.096  0.12
Br -0.763 -3.373 -6.493  0.81
C -0.389 -3.537 0.595  -0.04
H -0.095 -4.730 2.343  0.13
N -1.710 2.676 -0.161  -0.07
C 2.556 1.283 0.007  -0.17
C 3.778 1.756 0.526  -0.13
H 0.710 3.992 0.046  0.11
C 1.572 3.350 0.175  -0.13
C -0.427 -2.234 0.069  -0.13
H -2.440 -1.092 -0.003  0.08
C -4.009 1.831 0.311  -0.17
H 4.770 3.526 1.272  0.14
C 2.455 -0.033 -0.478  -0.20
H -4.226 1.876 -0.762  0.13
H -1.112 3.468 0.056  0.07
O -0.977 0.797 -2.157  -0.26
C 0.157 -2.802 4.180  0.00
H 2.213 -1.332 -2.604  0.16
H -2.660 2.730 1.714  0.08
C 4.711 -0.451 0.233  -0.02
N 1.436 2.064 -0.114  -0.07
C 3.852 3.122 0.865  0.05
C 0.134 -0.428 4.525  -0.09
C 4.855 0.848 0.642  0.01
H 3.425 -1.923 -0.688  0.13
C 2.755 3.918 0.651  -0.01
H -0.617 -2.145 -0.994  0.09
H -4.497 -0.235 0.619  0.13
H 2.784 4.976 0.869  0.13
H 0.210 -3.813 4.563  0.13
H 1.055 -2.669 -4.282  0.12
C 0.213 -1.992 -4.211  -0.06
Br -0.172 1.505 2.463  0.96
H -2.869 -0.031 -1.149  0.10
H 5.796 1.194 1.049  0.13
C -0.238 -1.102 0.836  -0.22
C -0.074 -1.307 2.237  -0.22
H 0.165 0.423 5.192  0.12
C -3.622 0.412 0.694  -0.20
C 3.511 -0.898 -0.350  0.03
C -2.938 2.846 0.667  -0.23
H -4.928 2.107 0.827  0.13
H 5.535 -1.144 0.332  0.13
C 0.161 -1.046 -3.174  -0.15
C -0.010 -2.624 2.785  -0.15

Summary:
HOMO level (alpha / beta)   -13.29 / -13.42 eV
HOMO-LUMO gap (alpha / beta)   6.86 / 6.75 eV
Spin multiplicity   3
Charge   +2
LUMO level (alpha / beta)   -6.4 / -6.7 eV